{
  "formula": "C25H49ClO28S7",
  "method": "wB97M-V/def2-TZVPD",
  "energy_ha": -6336.02346,
  "e_lumo_ev": 0.1,
  "smiles": "COCCCCC[C@@H]1CS(=O)(=O)OC[C@@H]1C[C@@H](C)Cl.O=S1(=O)OCCO1.O=S1(=O)OCCO1.O=S1(=O)OCCO1.O=S1(=O)OCCO1.O=S1(=O)OCCO1.O=S1(=O)OCCO1",
  "elements": ["C", "O", "C", "C", "C", "C", "C", "C", "C", "S", "O", "O", "O", "C", "C", "C", "C", "C", "Cl", "H", "H", "H", "H", "H", "H", "H", "H", "H", "H", "H", "H", "H", "H", "H", "H", "H", "H", "H", "H", "H", "H", "H", "H", "H", "O", "S", "O", "O", "C", "C", "O", "H", "H", "H", "H", "O", "S", "O", "O", "C", "C", "O", "H", "H", "H", "H", "O", "S", "O", "O", "C", "C", "O", "H", "H", "H", "H", "O", "S", "O", "O", "C", "C", "O", "H", "H", "H", "H", "O", "S", "O", "O", "C", "C", "O", "H", "H", "H", "H", "O", "S", "O", "O", "C", "C", "O", "H", "H", "H", "H"],
  "coordinates": [[1.17, -0.47, -7.28], [1.30, 0.75, -7.96], [2.65, 1.07, -8.33], [2.98, 2.51, -7.94], [4.11, 2.66, -6.93], [3.96, 1.83, -5.65], [3.14, 2.53, -4.52], [1.79, 1.83, -4.23], [0.67, 2.78, -4.77], [0.55, 4.32, -3.87], [1.37, 5.34, -4.46], [-0.84, 4.64, -3.68], [1.21, 3.97, -2.46], [0.71, 2.68, -2.06], [1.47, 1.53, -2.72], [2.65, 1.08, -1.85], [3.19, -0.32, -2.16], [4.28, -0.37, -3.23], [3.94, -0.91, -0.61], [0.16, -0.51, -6.85], [1.89, -0.58, -6.46], [1.26, -1.33, -7.95], [2.71, 0.96, -9.42], [3.34, 0.34, -7.91], [3.27, 3.03, -8.86], [2.06, 2.98, -7.58], [5.04, 2.35, -7.42], [4.26, 3.71, -6.64], [3.54, 0.84, -5.88], [4.96, 1.64, -5.26], [3.75, 2.67, -3.63], [2.94, 3.53, -4.91], [1.67, 0.90, -4.78], [-0.30, 2.30, -4.83], [0.99, 3.09, -5.77], [0.74, 2.57, -0.98], [-0.35, 2.60, -2.33], [0.76, 0.70, -2.70], [3.46, 1.81, -1.79], [2.25, 1.00, -0.84], [2.37, -1.01, -2.35], [4.82, 0.57, -3.24], [3.82, -0.54, -4.20], [4.96, -1.20, -3.06], [-0.04, -1.39, 1.14], [-0.67, -0.21, 0.66], [-0.57, 0.18, -0.70], [-0.24, 1.00, 1.59], [-1.40, 1.64, 2.16], [-2.42, 0.53, 2.26], [-2.21, -0.24, 1.06], [-1.73, 2.42, 1.48], [-1.16, 2.07, 3.12], [-3.45, 0.89, 2.29], [-2.23, -0.12, 3.12], [-1.91, -4.17, 6.54], [-2.50, -4.42, 5.27], [-3.74, -5.09, 5.17], [-1.40, -5.12, 4.35], [-1.18, -4.36, 3.15], [-1.48, -2.93, 3.55], [-2.60, -3.04, 4.45], [-1.88, -4.72, 2.39], [-0.16, -4.49, 2.80], [-1.74, -2.31, 2.71], [-0.65, -2.49, 4.10], [7.51, 5.92, -4.08], [6.84, 6.45, -5.21], [7.55, 6.71, -6.42], [6.03, 7.75, -4.76], [4.64, 7.61, -5.08], [4.38, 6.12, -5.01], [5.58, 5.54, -5.57], [4.47, 8.00, -6.08], [4.04, 8.17, -4.37], [3.51, 5.81, -5.57], [4.28, 5.78, -3.98], [-4.54, -6.49, 8.88], [-5.16, -5.30, 8.43], [-5.09, -4.89, 7.08], [-4.68, -4.10, 9.39], [-5.81, -3.47, 10.00], [-6.85, -4.56, 10.10], [-6.70, -5.30, 8.89], [-6.14, -2.65, 9.35], [-5.52, -3.06, 10.97], [-7.86, -4.17, 10.18], [-6.65, -5.23, 10.94], [-2.88, 3.45, 4.49], [-3.55, 4.01, 3.37], [-2.86, 4.31, 2.17], [-4.37, 5.29, 3.86], [-5.76, 5.15, 3.54], [-6.00, 3.65, 3.58], [-4.81, 3.09, 3.01], [-5.94, 5.56, 2.55], [-6.36, 5.69, 4.27], [-6.87, 3.34, 3.01], [-6.09, 3.28, 4.61], [-0.74, -9.22, 3.06], [-1.11, -8.73, 4.34], [-1.84, -7.52, 4.49], [0.20, -8.67, 5.25], [0.02, -9.44, 6.45], [-0.95, -10.54, 6.04], [-1.87, -9.88, 5.16], [-0.40, -8.80, 7.22], [0.98, -9.83, 6.78], [-1.48, -10.96, 6.88], [-0.44, -11.33, 5.48]]
}



{
  "formula": "C37H73ClN2O17S8",
  "method": "wB97M-V/def2-TZVPD",
  "energy_ha": -6487.52266,
  "e_lumo_ev": -0.3,
  "elements": ["C", "C", "O", "C", "C", "O", "C", "C", "C", "C", "O", "N", "O", "C", "C", "C", "C", "C", "C", "O", "C", "O", "C", "C", "C", "O", "N", "C", "C", "O", "Cl", "C", "O", "H", "H", "H", "H", "H", "H", "H", "H", "H", "H", "H", "H", "H", "H", "H", "H", "H", "H", "H", "H", "H", "H", "H", "H", "H", "C", "S", "O", "C", "H", "H", "H", "H", "H", "H", "C", "S", "O", "C", "H", "H", "H", "H", "H", "H", "C", "S", "O", "C", "H", "H", "H", "H", "H", "H", "C", "S", "O", "C", "H", "H", "H", "H", "H", "H", "C", "S", "O", "C", "H", "H", "H", "H", "H", "H", "C", "S", "O", "C", "H", "H", "H", "H", "H", "H", "C", "S", "O", "C", "H", "H", "H", "H", "H", "H", "C", "S", "O", "C", "H", "H", "H", "H", "H", "H"],
  "coordinates": [[6.71, 4.02, 3.73], [5.34, 3.36, 3.93], [4.89, 2.85, 2.67], [3.89, 3.65, 2.06], [2.59, 2.80, 1.97], [1.43, 3.62, 2.11], [0.92, 4.04, 0.86], [-0.54, 4.42, 1.06], [-0.95, 5.32, 2.03], [0.02, 6.02, 2.94], [-0.06, 7.46, 2.81], [1.24, 7.95, 2.56], [1.21, 8.85, 1.82], [-2.29, 5.58, 2.18], [-3.27, 5.01, 1.40], [-4.73, 5.33, 1.66], [-5.14, 4.96, 3.12], [-4.77, 3.54, 3.58], [-5.74, 2.44, 3.16], [-5.59, 2.03, 1.78], [-4.79, 0.95, 1.63], [-3.64, 0.90, 1.98], [-2.88, 4.14, 0.40], [-1.51, 3.87, 0.28], [-1.44, 2.86, -0.86], [-0.57, 2.04, -1.06], [-2.64, 3.03, -1.62], [-2.49, 4.12, -2.61], [-1.15, 4.02, -3.33], [-0.32, 4.85, -3.28], [-0.88, 2.50, -4.26], [-3.67, 3.39, -0.66], [-4.84, 3.16, -0.77], [7.26, 4.13, 4.67], [6.59, 5.00, 3.24], [7.30, 3.39, 3.06], [4.64, 4.05, 4.40], [5.47, 2.51, 4.61], [4.23, 3.89, 1.04], [3.70, 4.60, 2.57], [2.58, 2.21, 1.06], [2.60, 2.12, 2.83], [1.45, 4.92, 0.45], [0.96, 3.25, 0.11], [-0.24, 5.77, 3.97], [1.05, 5.72, 2.78], [-2.58, 6.27, 2.96], [-5.40, 4.94, 0.89], [-4.82, 6.43, 1.60], [-6.22, 5.08, 3.19], [-4.62, 5.67, 3.77], [-3.76, 3.23, 3.30], [-4.79, 3.55, 4.68], [-5.51, 1.56, 3.78], [-6.77, 2.74, 3.30], [-5.23, 0.08, 1.10], [-3.31, 4.11, -3.34], [-2.48, 5.11, -2.13], [5.39, -0.49, 2.29], [4.64, -0.97, 3.84], [5.35, -0.23, 4.93], [5.26, -2.65, 3.83], [5.15, 0.56, 2.11], [6.47, -0.62, 2.34], [4.97, -1.10, 1.48], [6.35, -2.63, 3.78], [4.86, -3.18, 2.97], [4.95, -3.14, 4.75], [4.41, -6.08, 0.77], [5.59, -4.91, 0.08], [5.71, -3.77, 1.04], [4.54, -4.37, -1.27], [4.84, -6.52, 1.66], [3.48, -5.56, 1.03], [4.22, -6.85, 0.03], [3.62, -3.95, -0.87], [4.33, -5.21, -1.93], [5.08, -3.60, -1.82], [9.17, -5.99, -0.67], [8.60, -5.83, -2.37], [7.14, -6.10, -2.37], [9.42, -7.30, -2.99], [8.74, -5.18, -0.09], [8.85, -6.94, -0.27], [10.26, -5.91, -0.65], [9.08, -8.17, -2.43], [10.50, -7.18, -2.89], [9.16, -7.42, -4.04], [-10.01, 2.53, -1.39], [-8.78, 3.78, -1.00], [-9.45, 5.11, -1.12], [-7.80, 3.54, -2.48], [-10.76, 2.54, -0.60], [-10.48, 2.76, -2.34], [-9.53, 1.55, -1.42], [-8.42, 3.70, -3.37], [-7.40, 2.52, -2.48], [-6.98, 4.25, -2.48], [2.37, -9.62, -2.45], [3.49, -8.26, -2.10], [2.74, -6.99, -2.30], [4.54, -8.50, -3.54], [1.60, -9.62, -1.68], [1.91, -9.46, -3.43], [2.92, -10.56, -2.43], [3.94, -8.42, -4.45], [5.02, -9.48, -3.48], [5.30, -7.72, -3.53], [-8.50, -2.71, -1.04], [-7.29, -1.42, -0.68], [-7.98, -0.11, -0.80], [-6.33, -1.66, -2.18], [-9.23, -2.71, -0.24], [-8.99, -2.49, -1.99], [-8.00, -3.67, -1.08], [-6.96, -1.52, -3.06], [-5.90, -2.66, -2.19], [-5.53, -0.92, -2.19], [-0.61, -9.29, 1.40], [1.10, -9.20, 1.95], [1.96, -9.50, 0.78], [1.05, -10.68, 2.97], [-0.78, -8.46, 0.71], [-0.78, -10.23, 0.89], [-1.27, -9.19, 2.26], [0.76, -11.54, 2.36], [0.33, -10.54, 3.78], [2.04, -10.84, 3.39], [-2.03, 8.70, -6.15], [-2.90, 7.17, -6.49], [-3.94, 7.00, -5.44], [-1.54, 6.08, -6.07], [-2.72, 9.53, -6.31], [-1.69, 8.71, -5.12], [-1.19, 8.80, -6.83], [-1.22, 6.25, -5.05], [-0.71, 6.26, -6.76], [-1.87, 5.05, -6.18]]
}